No. 1
This record from the OMol25 dataset describes a 2-piece molecular cluster, C3H9BrN overall. The level of theory is the ωB97M-V functional and the def2-TZVPD basis.

Each line ends with the Mulliken charge.
Geometry (Å):
C  0.025  1.800  -0.191  -1.267
C  0.220  -1.831  -0.026  -0.662
C  -0.156  0.553  0.536  -0.476
N  0.699  -0.441  -0.169  -0.133
Br  -2.963  0.045  0.131  -0.037
H  -0.598  2.668  0.226  0.311
H  -0.244  1.911  -1.283  0.419
H  1.061  2.078  -0.213  0.470
H  -0.852  -1.894  -0.385  0.284
H  0.748  -2.568  -0.679  0.332
H  0.262  -2.235  0.985  0.313
H  -0.582  0.311  1.548  0.662
H  0.925  -0.001  -1.083  0.390
H  1.456  -0.395  0.601  0.394

* energy relative to the best compared isomer or geometry (same formula, charge and spin): 367.88 kJ/mol
* total energy: -74779.19771 eV
* total charge: +1
* spin multiplicity: 1
* HOMO energy (spin up / spin down): -14.312 / -14.007 eV
* Kohn-Sham gap (spin up / spin down): 8.811 / 7.386 eV



No. 2
This record from the OMol25 dataset describes a 2-piece molecular cluster, C3H9BrN2 overall. The level of theory is the ωB97M-V functional and the def2-TZVPD basis.

Each line ends with the Mulliken charge.
Geometry (Å):
C  0.707  -1.232  -0.652  -1.223
C  0.374  -0.474  0.626  -0.115
C  -1.057  -0.695  1.077  -0.606
N  -0.728  2.893  -0.318  0.105
N  0.175  2.793  0.456  -0.564
Br  -2.353  0.002  -0.205  -0.229
H  0.065  -0.917  -1.467  0.346
H  0.568  -2.304  -0.512  0.333
H  1.736  -1.053  -0.941  0.334
H  0.562  0.601  0.502  0.104
H  1.021  -0.826  1.436  0.300
H  -1.262  -0.172  2.009  0.345
H  -1.638  3.378  -0.105  0.231
H  -0.718  2.493  -1.293  0.230
H  -1.287  -1.756  1.179  0.409

* energy relative to the best compared isomer or geometry (same formula, charge and spin): 65.77 kJ/mol
* total energy: -76277.26307 eV
* spin multiplicity: 1
* HOMO energy: -8.178 eV
* Kohn-Sham gap: 8.792 eV



No. 3
This record from the OMol25 dataset describes a 2-piece molecular cluster, C3H9BrOSi overall. The level of theory is the ωB97M-V functional and the def2-TZVPD basis.

Each line ends with the Mulliken charge.
Geometry (Å):
C  -0.255  -0.052  1.627  -1.046
C  0.879  1.319  -0.870  -1.091
C  -1.172  -0.891  -1.387  -0.816
O  -2.006  1.654  -0.166  -0.389
Si  -0.836  0.646  -0.095  0.675
Br  -4.523  -0.445  0.237  -0.168
H  0.481  -0.869  1.538  0.353
H  0.396  0.752  2.132  0.295
H  -1.035  -0.168  2.365  0.329
H  1.161  0.511  -1.426  0.411
H  0.665  2.284  -1.316  0.287
H  1.493  1.179  0.031  0.299
H  -2.279  -0.917  -1.676  0.243
H  -0.424  -0.637  -2.173  0.319
H  -0.824  -1.842  -0.983  0.299

* energy relative to the best compared isomer or geometry (same formula, charge and spin): 625.10 kJ/mol
* total energy: -83220.25622 eV
* spin multiplicity: 1
* HOMO energy (spin up / spin down): -9.015 / -9.194 eV
* Kohn-Sham gap (spin up / spin down): 3.907 / 4.791 eV



No. 4
This record from the OMol25 dataset describes a 2-piece molecular cluster, C3H9Cl2IO2P overall. The level of theory is the ωB97M-V functional and the def2-TZVPD basis.

Each line ends with the Mulliken charge.
Geometry (Å):
O  1.560  -0.479  0.899  -0.548
C  0.941  -1.017  0.057  0.655
O  1.370  -0.939  -1.224  -0.482
C  -0.296  -1.806  0.246  -1.301
P  -1.874  -0.789  -0.308  0.091
I  -2.901  -2.981  -1.337  -0.529
H  0.697  -1.373  -1.765  0.348
H  -0.392  -2.167  1.255  0.433
H  -0.242  -2.628  -0.452  0.467
H  -1.174  -0.488  -1.548  -0.066
H  -3.025  -0.061  -0.796  0.102
H  -2.560  -1.129  0.918  0.025
H  -1.376  0.400  0.351  -0.157
C  1.940  3.034  0.637  -0.221
Cl  2.446  4.269  1.811  -0.201
Cl  0.259  2.567  0.845  -0.129
H  2.070  3.436  -0.361  0.284
H  2.557  2.152  0.772  0.229

* total energy: -49786.57898 eV
* total charge: -1
* spin multiplicity: 1
* HOMO energy: -4.626 eV
* Kohn-Sham gap: 7.428 eV



No. 5
This record from the OMol25 dataset describes C3H9ClN as an isolated structure. The level of theory is the ωB97M-V functional and the def2-TZVPD basis.

Each line ends with the Mulliken charge.
Geometry (Å):
N  -0.317  0.468  -0.535  -0.459
C  -1.222  -0.201  -1.466  -0.903
C  1.476  0.239  1.122  -1.088
C  0.606  -0.471  0.097  -0.354
H  -0.873  0.922  0.201  0.265
H  -0.629  -0.588  -2.312  0.289
H  -1.952  0.529  -1.853  0.304
H  -1.773  -1.041  -1.009  0.301
H  0.851  0.673  1.921  0.254
H  2.043  1.052  0.639  0.276
H  2.191  -0.466  1.579  0.332
H  0.072  -1.313  0.579  0.262
H  1.242  -0.891  -0.706  0.357
Cl  -1.714  1.087  1.744  -0.835

* total energy: -17271.14557 eV
* total charge: -1
* spin multiplicity: 1
* HOMO energy: -3.531 eV
* Kohn-Sham gap: 7.938 eV



No. 6
This record from the OMol25 dataset describes a 2-piece molecular cluster, C3H9ClN3 overall. The level of theory is the ωB97M-V functional and the def2-TZVPD basis.

Each line ends with the Mulliken charge.
Geometry (Å):
C  -0.927  -0.615  -0.460  0.533
C  -2.134  -0.345  0.311  -1.053
C  0.452  1.271  0.527  -0.251
N  -1.001  -1.322  -1.468  -0.423
N  0.307  -0.101  0.177  0.805
N  1.326  -0.813  0.299  -0.713
Cl  3.642  1.302  -0.597  -0.282
H  -2.015  0.592  0.801  0.335
H  -2.912  -0.475  -0.546  0.318
H  -2.523  -1.061  0.943  0.338
H  -0.377  1.843  0.053  0.349
H  0.222  1.384  1.596  0.386
H  1.525  1.474  0.236  -0.196
H  -0.135  -1.560  -1.909  0.261
H  3.211  0.226  0.037  0.315
H  1.339  -1.799  -0.002  0.275

* energy relative to the best compared isomer or geometry (same formula, charge and spin): 387.72 kJ/mol
* total energy: -20239.50216 eV
* total charge: +1
* spin multiplicity: 1
* HOMO energy: -15.349 eV
* Kohn-Sham gap: 8.537 eV



No. 7
This record from the OMol25 dataset describes one molecule with the formula C3H9ClNOP. The level of theory is the ωB97M-V functional and the def2-TZVPD basis.

Each line ends with the Mulliken charge.
Geometry (Å):
C  0.780  -1.247  1.350  -0.972
N  0.367  -0.184  0.434  0.131
C  0.439  -0.642  -0.942  -0.766
O  -0.577  -1.593  -1.360  -0.486
P  -0.871  0.894  1.057  0.159
C  -1.303  1.771  -0.489  -1.218
Cl  0.525  2.329  1.836  -0.293
H  -0.050  -2.074  1.214  0.303
H  1.903  -1.566  1.141  0.275
H  0.794  -0.855  2.256  0.430
H  0.547  0.274  -1.465  0.369
H  1.470  -0.933  -1.077  0.457
H  0.044  -2.274  -1.580  0.355
H  -1.700  2.819  -0.286  0.359
H  -0.489  2.083  -1.023  0.440
H  -1.880  1.198  -1.068  0.457

* energy relative to the best compared isomer or geometry (same formula, charge and spin): 204.95 kJ/mol
* total energy: -28604.76767 eV
* structure (SMILES): CN(CO)P(C)Cl
* spin multiplicity: 1
* HOMO energy: -8.763 eV
* Kohn-Sham gap: 9.458 eV



No. 8
This record from the OMol25 dataset describes a 2-piece molecular cluster, C3H9F2N2O overall. The level of theory is the ωB97M-V functional and the def2-TZVPD basis.

Each line ends with the Mulliken charge.
Geometry (Å):
C  0.722  -1.894  0.689  -0.937
C  -0.329  0.364  -1.462  -0.247
C  0.681  0.397  1.353  0.222
N  0.049  -0.641  0.674  -0.249
N  -1.621  0.769  -0.884  -0.197
O  0.603  1.235  -1.720  -0.380
F  1.903  0.749  0.870  -0.246
F  -0.079  1.534  1.179  -0.293
H  1.810  -1.820  0.607  0.347
H  0.486  -2.376  1.649  0.317
H  0.315  -2.524  -0.099  0.333
H  -0.338  -0.510  -2.097  0.438
H  0.775  0.224  2.441  0.341
H  -1.799  0.085  -0.114  0.397
H  -1.555  1.705  -0.449  0.351
H  -2.388  0.764  -1.575  0.374
H  0.763  1.937  -1.063  0.430

* energy relative to the best compared isomer or geometry (same formula, charge and spin): 365.15 kJ/mol
* total energy: -13709.85615 eV
* total charge: +1
* spin multiplicity: 1
* HOMO energy (spin up / spin down): -13.887 / -12.976 eV
* Kohn-Sham gap (spin up / spin down): 9.468 / 7.869 eV



> What is the formula in the third record?

C3H9BrOSi